# 1
{
  "formula": "C29H21F2IPPd",
  "method": "wB97M-V/def2-TZVPD",
  "species": ["Pd", "I", "C", "C", "C", "C", "C", "C", "C", "C", "C", "C", "H", "H", "H", "H", "H", "H", "C", "C", "C", "C", "C", "C", "P", "C", "C", "C", "C", "C", "C", "C", "C", "C", "C", "C", "C", "H", "H", "H", "H", "H", "H", "H", "H", "H", "H", "H", "H", "H", "H", "F", "C", "F", "H"],
  "xyz": [[0.3932, -0.3167, -1.7520], [-1.5870, -2.7369, -1.7918], [-3.0916, -1.2794, -1.9016], [-4.3762, -1.7207, -1.7561], [-5.4499, -0.8089, -1.8349], [-5.1983, 0.5083, -2.0721], [-3.8716, 0.9842, -2.2266], [-3.6435, 2.3581, -2.4678], [-2.3655, 2.8205, -2.5966], [-1.2789, 1.9358, -2.4646], [-1.4216, 0.5839, -2.2171], [-2.7612, 0.0951, -2.1268], [-4.5721, -2.7701, -1.5847], [-6.4647, -1.1669, -1.7144], [-6.0127, 1.2206, -2.1455], [-4.4955, 3.0239, -2.5520], [-2.1844, 3.8726, -2.7899], [-0.2804, 2.3560, -2.5452], [2.6427, -1.4020, 5.5308], [2.0084, -0.2986, 4.9774], [1.5866, -0.3246, 3.6560], [1.7828, -1.4559, 2.8669], [2.4084, -2.5621, 3.4399], [2.8448, -2.5357, 4.7570], [1.2886, -1.5971, 1.0973], [0.0328, -0.2588, 0.9778], [0.3487, 1.0851, 0.7498], [-0.6479, 2.0520, 0.7436], [-1.9717, 1.6921, 0.9367], [-2.3052, 0.3593, 1.1392], [-1.3119, -0.6052, 1.1561], [2.6756, -0.7975, 0.2276], [3.9046, -0.5407, 0.8296], [4.9304, 0.0336, 0.0928], [4.7001, 0.3491, -1.2393], [3.4599, 0.1023, -1.8190], [2.3920, -0.4786, -1.1204], [2.9737, -1.3801, 6.5619], [1.8446, 0.5891, 5.5765], [1.0977, 0.5447, 3.2333], [2.5543, -3.4538, 2.8404], [3.3346, -3.4034, 5.1817], [1.3814, 1.3686, 0.5885], [-0.3910, 3.0867, 0.5536], [-2.7497, 2.4438, 0.8895], [-3.3428, 0.0690, 1.2500], [-1.5709, -1.6480, 1.2974], [4.0665, -0.7886, 1.8731], [5.8907, 0.2341, 0.5537], [5.4893, 0.7985, -1.8333], [3.3382, 0.3729, -2.8604], [-0.1193, -0.3502, -4.5543], [0.9123, -0.1180, -3.6596], [1.8834, -1.0224, -4.0544], [1.2991, 0.8811, -3.8980]],
  "charge": -1,
  "homo_lumo_gap_ha": 0.257,
  "total_energy_ha": -2084.3770,
  "mol_weight_g_mol": 671.78,
  "lumo_energy_ev": 2.643,
  "relative_energy_kj_mol": 0.0
}

***

# 2
{
  "formula": "C29H21F3N2S3SbW",
  "method": "wB97M-V/def2-TZVPD",
  "species": ["W", "S", "C", "C", "C", "C", "C", "C", "S", "H", "H", "H", "H", "C", "C", "C", "C", "N", "C", "S", "N", "H", "H", "H", "H", "H", "F", "C", "C", "C", "C", "C", "C", "Sb", "C", "C", "C", "C", "F", "C", "C", "C", "C", "C", "C", "F", "C", "C", "H", "H", "H", "H", "H", "H", "H", "H", "H", "H", "H", "H"],
  "xyz": [[0.5659, -0.1193, -0.6619], [-0.8276, -1.2943, 0.7847], [-1.4067, 0.0626, 1.7285], [-2.6100, 0.0076, 2.4294], [-2.9441, 1.0398, 3.2908], [-2.0937, 2.1330, 3.4626], [-0.8948, 2.2111, 2.7727], [-0.5508, 1.1683, 1.9189], [0.9492, 1.2963, 0.9838], [-3.2630, -0.8484, 2.3162], [-3.8681, 0.9856, 3.8510], [-2.3548, 2.9166, 4.1613], [-0.2281, 3.0519, 2.9200], [5.2252, -4.3004, -0.4297], [4.0039, -3.4678, -0.3628], [2.8706, -3.8569, 0.3731], [1.7667, -3.0436, 0.3897], [1.7770, -1.8832, -0.3061], [2.9138, -1.5945, -0.9649], [2.6392, -0.0212, -1.7520], [3.9927, -2.2938, -1.0389], [5.5710, -4.5401, 0.5784], [6.0105, -3.7964, -0.9837], [4.9913, -5.2543, -0.9112], [2.8682, -4.7844, 0.9285], [0.8766, -3.2911, 0.9515], [1.3183, 6.9542, -4.8915], [1.0224, 5.7538, -4.4405], [-0.2582, 5.2598, -4.6565], [-0.5718, 3.9985, -4.1875], [0.4115, 3.2733, -3.5113], [1.6948, 3.7765, -3.2929], [2.0033, 5.0368, -3.7687], [0.0084, 1.3350, -2.8989], [-0.3604, -0.1735, -4.2688], [-0.6655, 0.0485, -5.6096], [-0.9227, -1.0354, -6.4323], [-0.8726, -2.3131, -5.8945], [-1.1191, -3.3438, -6.6762], [-0.5659, -2.5593, -4.5597], [-0.3026, -1.4716, -3.7541], [-1.4712, 1.0238, -1.3834], [-2.5316, 0.0988, -1.6365], [-3.7819, 0.2934, -1.1124], [-4.0138, 1.4527, -0.3730], [-5.2039, 1.6348, 0.1320], [-3.0493, 2.4401, -0.1684], [-1.7930, 2.2179, -0.6621], [-0.9818, 5.8642, -5.1866], [-1.5665, 3.6029, -4.3530], [2.4533, 3.2078, -2.7691], [2.9841, 5.4716, -3.6318], [-0.6968, 1.0483, -6.0244], [-1.1589, -0.9083, -7.4803], [-0.5307, -3.5787, -4.2003], [-0.0477, -1.6396, -2.6968], [-2.3551, -0.7699, -2.2588], [-4.5934, -0.4031, -1.2776], [-3.3152, 3.3474, 0.3577], [-1.0331, 2.9805, -0.5248]],
  "charge": 3,
  "homo_lumo_gap_ha": [0.215, 0.214],
  "total_energy_ha": -3027.6716,
  "mol_weight_g_mol": 856.30,
  "lumo_energy_ev": [-11.515, -11.516],
  "relative_energy_kj_mol": 80.1
}

***

# 3
{
  "formula": "C29H22BrCrN6OS",
  "method": "wB97M-V/def2-TZVPD",
  "species": ["Cr", "N", "C", "S", "N", "N", "C", "C", "C", "C", "C", "C", "C", "O", "H", "H", "H", "H", "H", "H", "H", "Br", "C", "C", "C", "C", "C", "C", "C", "C", "C", "C", "H", "H", "H", "H", "H", "H", "C", "C", "C", "C", "C", "C", "N", "N", "C", "C", "C", "C", "C", "N", "H", "H", "H", "H", "H", "H", "H", "H", "H"],
  "xyz": [[-0.3095, -0.2879, 0.6532], [-1.3872, -2.5423, 4.4695], [-1.3225, -1.8000, 3.3049], [0.2515, -1.6107, 2.6058], [-2.4407, -1.3086, 2.8812], [-2.2920, -0.5097, 1.7387], [-3.4034, 0.0427, 1.4054], [-3.6195, 0.9479, 0.2999], [-4.9225, 1.4061, 0.0628], [-5.2011, 2.2947, -0.9516], [-4.1433, 2.7480, -1.7514], [-2.8542, 2.3199, -1.5425], [-2.5530, 1.4006, -0.5087], [-1.3289, 1.0208, -0.3404], [-0.6451, -3.2085, 4.5954], [-2.3128, -2.8696, 4.6980], [-4.2704, -0.1871, 2.0266], [-5.7198, 1.0434, 0.7034], [-6.2125, 2.6361, -1.1268], [-4.3434, 3.4499, -2.5533], [-2.0317, 2.6597, -2.1590], [0.0424, 1.9914, 2.2275], [1.9139, 1.7581, 2.4056], [2.5918, 2.6237, 3.2122], [3.9922, 2.4944, 3.3344], [4.6400, 1.5117, 2.6469], [3.9353, 0.6068, 1.8136], [4.6263, -0.4177, 1.1230], [3.9317, -1.2883, 0.3378], [2.5313, -1.1727, 0.1992], [1.7992, -0.1982, 0.8323], [2.5255, 0.7086, 1.6694], [2.0607, 3.4004, 3.7441], [4.5380, 3.1787, 3.9712], [5.7156, 1.4021, 2.7284], [5.7014, -0.4926, 1.2367], [4.4499, -2.0789, -0.1926], [2.0313, -1.8886, -0.4411], [1.8724, 2.8417, -3.8030], [1.4841, 1.6861, -4.4681], [0.9992, 0.5910, -3.7723], [0.8881, 0.6300, -2.3750], [1.2759, 1.8035, -1.7114], [1.7627, 2.8876, -2.4164], [0.3870, -0.4342, -1.6284], [0.2428, -1.5402, -2.3253], [-0.4189, -2.5067, -1.6438], [-0.5886, -3.7663, -2.2739], [-1.2899, -4.7480, -1.6376], [-1.8272, -4.4927, -0.3625], [-1.5990, -3.2559, 0.1934], [-0.9147, -2.2747, -0.4104], [2.2518, 3.6932, -4.3542], [1.5553, 1.6355, -5.5488], [0.6918, -0.3058, -4.2897], [1.1818, 1.8544, -0.6384], [2.0571, 3.7805, -1.8772], [-0.1558, -3.9011, -3.2554], [-1.4328, -5.7113, -2.1133], [-2.3986, -5.2342, 0.1773], [-1.9892, -3.0167, 1.1747]],
  "charge": -1,
  "multiplicity": 5,
  "homo_lumo_gap_ha": [0.213, 0.275],
  "total_energy_ha": -5538.8436,
  "mol_weight_g_mol": 634.50,
  "lumo_energy_ev": [2.699, 2.656],
  "relative_energy_kj_mol": 92.5
}

***

# 4
{
  "formula": "C29H22Cl2CoN4O5",
  "method": "wB97M-V/def2-TZVPD",
  "species": ["Co", "C", "C", "N", "C", "C", "C", "C", "C", "C", "C", "C", "C", "N", "C", "H", "H", "H", "H", "H", "H", "H", "H", "O", "C", "C", "C", "C", "C", "C", "C", "C", "C", "C", "C", "O", "O", "H", "H", "H", "H", "H", "H", "H", "H", "H", "H", "H", "Cl", "C", "C", "C", "C", "C", "Cl", "C", "N", "H", "H", "H", "O", "N", "O"],
  "xyz": [[-0.9936, 2.7137, 0.4981], [-4.5372, -2.1948, -1.0956], [-3.6755, -1.7999, -0.0677], [-2.5575, -1.1314, -0.2019], [-2.1268, -0.7473, -1.4857], [-3.0733, -0.9933, -2.6073], [-4.2007, -1.7440, -2.3716], [-2.7671, -0.5401, -3.9310], [-1.8721, 0.3795, -4.3448], [-1.0777, 1.3222, -3.5728], [-0.1951, 2.1620, -4.2489], [0.4694, 3.1948, -3.6094], [0.1824, 3.4120, -2.2767], [-0.6486, 2.6289, -1.5960], [-1.2074, 1.5563, -2.1810], [-5.4304, -2.7689, -0.8934], [-3.9242, -2.0652, 0.9606], [-4.8534, -1.9545, -3.2163], [-3.3395, -1.0268, -4.7192], [-1.7361, 0.4812, -5.4178], [-0.0489, 1.9973, -5.3116], [1.1653, 3.8353, -4.1332], [0.6119, 4.2327, -1.7148], [-3.7328, 3.6065, 1.1215], [-2.6671, 3.2616, 0.8827], [1.7217, -3.8503, 3.3678], [1.6903, -3.1423, 2.0230], [0.7958, -3.7055, 1.0387], [0.1601, -3.2303, -0.1039], [-0.6744, -4.2517, -0.8580], [0.0549, -1.8990, -0.5277], [1.6448, -0.4930, 0.5358], [2.7994, 1.3161, -0.6708], [2.5329, -2.1074, 1.8862], [-0.7822, -1.5307, -1.7245], [-0.5115, -1.9995, -2.8088], [-1.9335, 0.8086, -1.3603], [1.1025, -4.7468, 3.3470], [1.3318, -3.2029, 4.1551], [2.7353, -4.1427, 3.6494], [0.5389, -4.7358, 1.2719], [-0.4300, -5.2610, -0.5259], [-0.5100, -4.1886, -1.9307], [-1.7400, -4.0760, -0.6807], [2.1969, 1.2606, -1.5630], [3.8753, 1.3333, -0.6152], [2.2977, 2.6435, 1.0479], [3.1519, -1.7516, 2.7023], [0.2360, 5.0953, 4.8261], [1.1889, 3.9107, 3.8362], [2.1200, 3.1676, 4.6225], [3.1058, 2.2340, 4.4733], [3.5109, 1.5065, 3.2758], [2.6361, 1.2607, 2.3078], [2.0402, 1.3152, 0.8673], [0.8403, 4.0779, 2.5129], [0.4430, 4.3183, 1.4318], [2.0425, 3.5059, 5.6529], [3.7110, 2.0814, 5.3643], [4.5607, 1.2171, 3.1891], [2.6822, -1.3859, 0.7162], [0.5102, -0.7863, 0.0918], [0.5597, 1.6163, 0.7102]],
  "charge": -2,
  "multiplicity": 4,
  "homo_lumo_gap_ha": [0.207, 0.194],
  "total_energy_ha": -4016.0012,
  "mol_weight_g_mol": 636.36,
  "lumo_energy_ev": [4.761, 4.400],
  "relative_energy_kj_mol": 1917.5
}